Entry 1:
ORCA calculation (the ωB97M-V functional and the def2-TZVPD basis) on the molecule C5H3NO in a non-equilibrium geometry.

Positions of all 10 atoms, in Å:
O1 1.27181 -0.62064 -2.08777
C1 0.60571 -0.52445 -1.08951
C2 0.52296 0.76743 -0.28602
C3 -0.38385 0.74247 0.85964
C4 -1.12812 0.71480 1.80395
C5 -0.16184 -1.69563 -0.60714
N1 -0.73076 -2.64763 -0.27894
H1 0.24580 1.55429 -0.99825
H2 1.54487 1.00106 0.03801
H3 -1.78657 0.70830 2.64603

Summary:
**Energy above the lowest of the compared OMol25 structures with the same formula, charge and spin**: 1.8010 eV
**Orbital gap**: 10.2 eV
**HOMO**: -10.78 eV
**Net charge**: 0
**SMILES**: C#CCC(=O)C#N
**Spin multiplicity**: 1

=====

Entry 2:
ORCA calculation (the ωB97M-V functional and the def2-TZVPD basis) on a structure of composition C33H54Cl2FI2N2OReSSbSi3.

Positions of all 101 atoms, in Å:
Re1 -2.61076 0.64307 0.84497
I1 1.36427 3.60417 1.99323
C1 -0.47374 4.57627 1.63122
I2 -1.85831 3.60114 0.32540
H1 -0.26353 5.52420 1.15203
H2 -0.98953 4.71094 2.57305
C2 1.72881 -1.00036 1.41419
Sb1 1.98700 -1.16136 -0.69523
C3 -2.02038 -1.07535 0.41481
C4 -1.54402 -1.05554 -0.98193
C5 -1.69855 -2.13050 -1.86459
C6 -1.33277 -1.98415 -3.18791
C7 -0.83365 -0.75874 -3.61562
C8 -0.70832 0.25660 -2.68511
N1 -1.02869 0.12502 -1.39316
Si1 -2.10725 -2.68047 1.43431
C9 -3.73183 -3.50906 1.01270
C10 -1.97267 -2.34852 3.26796
C11 -0.65839 -3.78820 0.97467
C12 4.07731 -0.63033 -1.12689
C13 3.61728 0.72423 -1.53221
C14 4.29741 1.74969 -2.18186
C15 3.63502 2.94211 -2.40877
C16 2.31114 3.11004 -1.99614
C17 1.67256 2.06153 -1.37930
N2 2.32648 0.91086 -1.16976
Si2 5.24810 -0.46379 0.38378
C18 5.37879 -2.12341 1.22645
C19 4.55964 0.86579 1.53434
C20 6.93417 0.13969 -0.13983
Si3 4.59695 -1.76376 -2.58883
C21 6.34581 -1.50793 -3.17539
C22 4.37116 -3.53220 -2.02543
C23 3.40484 -1.39173 -3.99019
H3 0.65366 -0.94308 1.58696
H4 2.22989 -0.14562 1.85539
H5 2.10163 -1.92019 1.86813
H6 -2.12126 -3.05926 -1.50620
H7 -1.44401 -2.80533 -3.88416
H8 -0.54112 -0.59554 -4.64364
H9 -0.31339 1.22157 -2.98649
H10 -4.51846 -2.77723 0.82119
H11 -4.06265 -4.13947 1.84102
H12 -3.64291 -4.15192 0.13442
H13 -1.01968 -1.88131 3.52131
H14 -2.01420 -3.30474 3.79569
H15 -2.78086 -1.72869 3.65637
H16 -0.38690 -3.72592 -0.08055
H17 -0.90630 -4.83119 1.18478
H18 0.22472 -3.54498 1.56965
H19 5.32323 1.60447 -2.49075
H20 4.14822 3.75571 -2.90462
H21 1.79367 4.04614 -2.14772
H22 0.65790 2.11211 -1.00545
H23 4.40963 -2.59620 1.40054
H24 5.86421 -2.00593 2.19784
H25 5.98807 -2.81685 0.64437
H26 3.63994 1.32867 1.16878
H27 5.29835 1.66291 1.63949
H28 4.36664 0.47081 2.53401
H29 7.45345 -0.51889 -0.83233
H30 7.55342 0.22656 0.75741
H31 6.88526 1.13683 -0.58355
H32 7.07871 -1.85580 -2.44765
H33 6.57453 -0.46959 -3.42241
H34 6.49128 -2.09718 -4.08433
H35 5.10469 -3.81996 -1.27134
H36 4.50417 -4.20105 -2.87915
H37 3.37523 -3.73881 -1.62137
H38 3.28632 -0.31995 -4.16986
H39 2.41386 -1.81843 -3.81388
H40 3.78334 -1.83129 -4.91569
Cl1 -1.98903 2.95730 4.63058
C24 -1.81958 1.23371 4.38071
Cl2 -1.13554 0.90242 2.73641
H41 -2.78612 0.75006 4.42973
H42 -1.10445 0.82447 5.08560
C25 -4.07414 1.83708 -3.28950
S1 -4.14588 0.48260 -2.13601
C26 -5.91029 0.23187 -2.09155
O1 -3.84220 1.16070 -0.79315
H43 -4.38846 1.47309 -4.26746
H44 -3.03725 2.16569 -3.33449
H45 -4.72202 2.64135 -2.94413
H46 -6.23088 -0.12159 -3.07179
H47 -6.40293 1.16718 -1.83072
H48 -6.11027 -0.53151 -1.34224
F1 -6.18401 4.90019 4.31263
C27 -5.77677 3.76565 3.72849
C28 -5.65201 3.72454 2.35537
C29 -5.22226 2.54747 1.75801
C30 -4.89846 1.41763 2.51495
C31 -4.38778 0.15031 1.88521
C32 -5.07750 1.50025 3.90006
C33 -5.51451 2.65980 4.51566
H49 -5.90761 4.59833 1.77109
H50 -5.15294 2.50489 0.67853
H51 -5.09560 -0.21766 1.13431
H52 -4.31184 -0.61545 2.65740
H53 -4.92873 0.61477 4.51019
H54 -5.66757 2.71356 5.58500

Summary:
**Energy above the lowest of the compared OMol25 structures with the same formula, charge and spin**: 0.6521 eV
**Orbital gap (spin up / spin down)**: 7.3 / 7.1 eV
**HOMO (spin up / spin down)**: -12.44 / -12.13 eV
**Net charge**: +2
**Spin multiplicity**: 2

=====

Entry 3:
ORCA calculation (the ωB97M-V functional and the def2-TZVPD basis) on a cluster of 3 separate species, CH5N2O2 in total in a non-equilibrium geometry.

Positions of all 10 atoms, in Å:
C1 -0.53028 0.36118 0.70965
N1 0.43892 2.37617 -1.77441
N2 0.64829 -1.76809 -0.52782
O1 0.58015 -2.87500 0.13556
O2 -0.24490 1.51416 0.78057
H1 0.17803 -0.49063 0.70099
H2 -1.62519 0.13548 0.84215
H3 0.43260 1.39276 -1.68305
H4 1.12956 2.63041 -0.99803
H5 -0.21057 -1.67912 -0.99312

Summary:
**Energy above the lowest of the compared OMol25 structures with the same formula, charge and spin**: 8.6068 eV
**Orbital gap (spin up / spin down)**: 3.4 / 3.4 eV
**HOMO (spin up / spin down)**: -1.19 / -1.20 eV
**Net charge**: -1
**Spin multiplicity**: 1

=====

Entry 4:
ORCA calculation (the ωB97M-V functional and the def2-TZVPD basis) on a structure of composition C4H6O2.

Positions of all 12 atoms, in Å:
O1 2.20692 -0.52965 -0.16708
C1 0.85908 -0.61163 -0.21412
C2 -0.64630 -0.27173 0.91362
C3 -1.24764 0.29265 -0.36894
C4 0.19882 0.63481 -0.53269
O2 0.77116 1.70718 -0.36145
H1 2.39595 0.42705 -0.28415
H2 0.53278 -1.58550 -0.57609
H3 -0.95361 -1.24620 1.27541
H4 -0.62007 0.49232 1.69739
H5 -1.87990 1.17366 -0.33663
H6 -1.61719 -0.48297 -1.04527

Summary:
**Energy above the lowest of the compared OMol25 structures with the same formula, charge and spin**: 2.5056 eV
**Orbital gap**: 10.4 eV
**HOMO**: -9.54 eV
**Net charge**: 0
**Spin multiplicity**: 1

=====

- Look up the spin multiplicity of the second one.
  2